Record 1
{"formula": "C17H14BrMoNO4", "method": "ωB97M-V with the def2-TZVPD basis set", "symbols": ["C", "N", "C", "C", "C", "O", "O", "H", "H", "C", "C", "H", "H", "H", "H", "C", "Br", "C", "C", "Mo", "H", "H", "C", "C", "H", "C", "C", "H", "O", "H", "C", "C", "O", "H", "C", "H", "H", "C"], "coordinates": [[0.9948, 1.2110, -1.6924], [0.3599, 0.9678, 8.5542], [1.1844, 1.9539, -0.4827], [1.7183, -0.0355, -1.5769], [-1.1865, -0.8109, -1.8549], [-0.4439, 1.5410, 9.3274], [-0.0820, 1.2453, 2.2295], [-0.7715, -0.9218, -2.8505], [-2.9718, 0.7319, 0.5532], [2.0324, 1.1931, 0.3784], [-0.6228, 0.7222, 4.4820], [0.5121, 1.5849, -2.5976], [-2.4376, 1.7649, 5.0194], [1.8746, -0.1343, 6.6571], [1.8579, -0.7796, -2.3621], [2.3966, -0.0212, -0.2978], [0.8997, -2.1715, 1.4163], [-1.8354, 0.3717, -1.3392], [0.9402, 0.2757, 6.2767], [0.0331, -0.3485, -0.0549], [3.1352, -0.7464, 0.0382], [-1.8252, 1.9656, 7.4329], [0.6004, 0.1917, 4.9344], [-1.5100, 1.3404, 5.3838], [0.8112, 2.9618, -0.2884], [-1.3159, -1.8581, -0.8698], [0.0514, 0.9197, 7.1640], [-2.0268, 1.2936, -1.8818], [1.4158, 0.4393, 8.9755], [-2.3494, -1.8335, 1.1489], [-1.1713, 1.4615, 6.7203], [-0.9803, 0.7851, 3.0038], [-2.1471, 0.3976, 2.7398], [-1.0120, -2.8883, -0.9845], [-2.0251, -1.2921, 0.2738], [2.4218, 1.5137, 1.3419], [1.2836, -0.2651, 4.2231], [-2.3483, 0.0692, -0.0382]], "homo_lumo_gap_ev": [6.848, 7.175], "s2": 2.027, "multiplicity": 3}

Record 2
{"formula": "C35H53CeN6O4SSi3", "method": "ωB97M-V with the def2-TZVPD basis set", "symbols": ["C", "H", "N", "C", "C", "H", "H", "C", "H", "H", "O", "Si", "H", "C", "H", "C", "H", "C", "C", "C", "H", "Si", "C", "S", "C", "C", "H", "H", "H", "H", "H", "O", "H", "H", "H", "H", "H", "H", "C", "C", "H", "C", "H", "H", "N", "H", "H", "H", "H", "C", "H", "H", "C", "C", "C", "Ce", "H", "H", "H", "C", "H", "H", "H", "H", "H", "H", "H", "C", "C", "H", "O", "H", "C", "N", "C", "C", "H", "C", "C", "C", "C", "O", "C", "H", "C", "H", "C", "C", "H", "C", "H", "H", "H", "H", "C", "H", "Si", "H", "H", "N", "N", "N", "H"], "coordinates": [[-4.0155, 1.2215, 0.4184], [-0.6114, 1.9016, 1.9581], [2.1661, 0.3475, 2.0154], [1.5631, -5.5673, 3.2912], [-0.5213, -0.7667, -5.1141], [-2.7282, -1.8921, -3.2839], [0.0309, 4.0646, -1.0303], [-7.0444, 4.3894, 1.0636], [1.5120, 2.3339, 2.0561], [4.5544, -2.0097, -1.5511], [-5.3741, 5.7374, 4.8056], [0.0685, 2.0583, -2.5326], [0.4217, 2.6284, -0.0996], [0.6025, 3.1424, -1.0445], [-4.9703, 0.9342, 0.0087], [-6.1559, 3.3988, 0.6710], [3.3280, -3.2820, -1.3731], [-2.1514, -1.2876, -2.5906], [-0.1329, -3.8080, 1.9793], [5.3208, -2.3073, 1.0257], [2.5834, -1.1527, -4.7323], [2.4502, 0.0283, -2.4906], [2.4256, 1.7799, 1.8333], [-4.8949, 6.5098, 3.6665], [3.5712, -2.3485, -1.8799], [4.5756, -0.0743, 1.4811], [-1.1226, 0.1189, -5.2965], [3.0783, -4.1024, 3.0145], [-2.2315, 1.7569, -3.5196], [-1.7343, -2.5455, 3.5750], [-2.4633, 3.5791, 2.2324], [-3.4553, 6.5216, 3.4906], [0.9582, 0.6154, 3.7337], [-2.3380, 1.9913, -1.7808], [3.2997, 2.2101, -1.5123], [-0.3920, -3.5883, -3.2845], [-2.6640, -0.3396, -2.4937], [0.5016, 3.8200, -4.2776], [-2.5853, 2.6742, 1.6577], [-1.2618, -1.9288, 2.7993], [0.4374, -0.6158, -5.5970], [0.5931, 0.2596, -2.2246], [4.1629, 0.8350, -0.8328], [-2.8770, -3.7413, 1.8529], [-6.6846, 5.3993, 1.8402], [-1.6359, -5.3056, 2.3234], [-6.4147, 2.6878, -0.0972], [-0.3049, -1.5751, 3.1871], [4.8183, 0.9685, 1.6184], [1.8904, 0.1244, 3.4484], [1.6495, 3.4246, -1.0878], [4.0848, -0.3024, -4.4140], [2.9738, -1.9072, 1.4813], [0.3089, -2.8429, -2.9182], [-0.5995, -5.0278, 2.4336], [0.4781, -0.7768, 0.1076], [1.2503, -3.0211, -3.4237], [0.6105, 2.2219, -4.9846], [2.7276, 1.9884, 0.8063], [-3.8490, 2.4375, 1.0909], [-2.1538, -3.8812, 0.2318], [6.1100, -3.0030, 0.7776], [0.4639, -3.0410, -1.8462], [-2.1571, -1.8086, -1.6295], [2.6604, 0.5812, -4.9110], [1.8235, -0.9426, 3.6492], [-2.9222, -2.3646, 0.7581], [2.0583, -4.3778, 2.8001], [-2.3149, -3.2110, 1.0760], [-2.0388, 3.3515, -2.8317], [-5.5559, 7.7712, 3.4287], [4.5548, 1.4332, -2.4276], [0.2480, -5.9286, 3.0589], [-1.7096, 0.6113, 0.7780], [3.0046, -0.2491, -4.3040], [-5.4779, 5.3300, 2.3727], [6.6079, -0.5978, 1.0425], [4.0323, -2.7771, 1.1793], [3.2743, -0.5216, 1.6288], [-1.5814, 1.7533, 1.4932], [3.7338, 1.2464, -1.7429], [2.5911, -1.3892, -1.5689], [0.8555, 2.8078, -4.1046], [3.5947, -2.5251, -2.9550], [-1.8167, 2.3008, -2.6797], [-1.0146, -1.6014, -5.6045], [-2.9381, 0.3780, 0.2778], [-4.9060, 3.4119, 1.3024], [1.9373, 2.8477, -4.0231], [5.5989, -0.9591, 1.1674], [2.2106, -6.2082, 3.8700], [2.7011, 0.5329, 4.0659], [3.1938, 2.1448, 2.5254], [3.8273, -3.8278, 1.0281], [1.2481, -3.4894, 2.0731], [-0.1389, -6.8704, 3.4113], [-0.3561, -1.0564, -3.2299], [-1.9074, -1.0748, 2.5839], [-8.0625, 4.4044, 0.6943], [1.6463, -2.2760, 1.5731], [-1.0261, -2.7224, 1.5711], [-4.6296, 4.3465, 2.2169], [-3.0527, -0.5426, -0.2768]], "homo_lumo_gap_ev": [6.140, 6.144], "s2": 0.751, "multiplicity": 2}

Record 3
{"formula": "C34H78Cl10NO8", "method": "ωB97M-V with the def2-TZVPD basis set", "symbols": ["H", "H", "H", "C", "H", "H", "C", "H", "H", "H", "C", "C", "H", "H", "H", "H", "C", "H", "H", "H", "C", "C", "H", "H", "H", "H", "H", "H", "H", "H", "H", "O", "C", "H", "C", "H", "H", "H", "C", "C", "C", "C", "Cl", "H", "Cl", "H", "C", "H", "Cl", "H", "H", "H", "H", "H", "O", "Cl", "H", "H", "H", "C", "C", "Cl", "H", "H", "H", "H", "C", "Cl", "H", "C", "C", "C", "H", "H", "H", "C", "H", "H", "H", "H", "Cl", "C", "H", "C", "H", "H", "C", "C", "H", "O", "H", "H", "H", "H", "Cl", "H", "H", "H", "O", "H", "H", "O", "H", "H", "H", "C", "N", "O", "Cl", "O", "H", "H", "Cl", "O", "H", "H", "H", "H", "H", "C", "H", "C", "H", "C", "C", "H", "C", "C", "H", "C", "C"], "coordinates": [[-17.8123, 17.1118, 21.9233], [-8.2311, 14.0808, 35.3834], [-7.0376, 11.2499, 15.3781], [-0.5879, 18.8088, 22.2333], [-0.1202, 15.6693, 31.4927], [-0.0371, 11.3374, 22.6664], [0.3295, 12.7176, 20.0126], [1.7343, 20.7119, 15.9897], [5.0782, 16.0846, 28.2864], [3.1708, 18.8064, 13.2187], [-4.7589, 19.7476, 23.4157], [-9.9933, 11.4289, 35.7332], [-7.2844, 17.8439, 23.1105], [-2.9789, 17.0777, 22.1751], [-5.4943, 16.4844, 22.7609], [-4.6040, 17.0520, 24.1193], [-2.0277, 19.0551, 21.9170], [-17.5149, 15.6802, 22.9731], [-11.6156, 14.7384, 32.7745], [6.6739, 18.5129, 28.3563], [-8.6497, 13.1618, 34.9733], [0.3031, 21.6258, 14.8685], [-10.5793, 11.4370, 34.8141], [-18.1419, 15.6270, 19.9000], [2.0967, 20.1371, 28.5638], [5.5792, 15.6368, 26.5862], [-2.8070, 17.9515, 23.6840], [-10.1850, 15.0495, 31.6901], [-0.1728, 17.9300, 21.7400], [-0.5413, 13.6527, 33.1020], [-7.8195, 12.5102, 34.7007], [3.8754, 20.2375, 27.6007], [-6.2865, 19.6169, 23.7221], [1.1417, 27.8936, 20.0342], [-7.6825, 11.4957, 13.3773], [-12.1684, 28.9289, 22.8484], [-10.3997, 29.2400, 22.8631], [-5.9971, 18.5970, 21.1248], [-0.1890, 12.7277, 18.5925], [-17.4934, 16.0700, 21.9554], [-0.3226, 27.3687, 21.5307], [-11.3259, 29.6851, 24.7692], [-8.3834, 13.1326, 15.5733], [-10.4146, 29.5330, 25.3476], [-0.8040, 12.7955, 30.8767], [5.7890, 20.2476, 26.8209], [-11.2458, 28.8399, 23.4219], [0.2933, 13.0471, 22.6839], [-0.4977, 26.4630, 23.0254], [0.9063, 13.5525, 20.4106], [-1.3218, 12.5127, 22.9191], [-0.7426, 14.2818, 16.6175], [3.4793, 21.1897, 29.2393], [-6.8036, 20.1565, 22.9286], [-1.2946, 13.5978, 18.4951], [-10.8792, 27.1799, 23.6447], [-8.4135, 13.5760, 32.9229], [-0.0147, 19.6932, 21.9551], [2.4452, 21.7460, 14.7394], [-1.1122, 15.3746, 31.8350], [-0.4237, 12.3023, 22.3384], [-9.2713, 11.6107, 12.4392], [-2.0083, 21.6793, 13.5548], [0.3816, 22.2036, 13.9476], [-8.7215, 10.7678, 15.1166], [-0.4921, 11.7122, 18.3376], [-18.3368, 15.3181, 20.9269], [-2.2296, 15.7344, 30.5076], [-10.7642, 11.1536, 36.4530], [-4.9075, 18.6272, 21.1235], [-6.5452, 18.1316, 23.8581], [2.9575, 19.2331, 14.1988], [-2.7772, 20.4393, 14.4768], [-7.0955, 12.3768, 13.1181], [0.0928, 22.3783, 15.6284], [3.1604, 20.2604, 28.7673], [-10.0311, 12.8436, 33.1457], [-2.2628, 18.9286, 20.8601], [-7.2153, 10.5701, 13.0410], [-4.4432, 19.5477, 20.7696], [-11.3673, 31.4173, 24.5704], [5.6307, 18.6193, 28.0589], [6.7127, 16.4281, 27.5669], [1.1536, 27.4053, 21.0086], [-1.9940, 13.1413, 16.5744], [-6.7736, 17.7998, 24.8709], [-2.9297, 18.0768, 22.6082], [1.6573, 21.0221, 14.9476], [-2.4318, 14.6930, 17.1326], [-9.8790, 14.7931, 33.7920], [-10.8023, 16.2980, 32.8702], [3.4640, 19.4012, 29.3652], [-4.2115, 19.6348, 24.3515], [-0.7229, 28.3612, 21.7374], [1.8993, 25.7965, 20.6085], [-0.8865, 26.9761, 20.6845], [0.6346, 13.0906, 17.9775], [-1.2896, 16.0578, 32.6657], [-0.7793, 20.7102, 14.8701], [-9.1957, 10.6869, 35.6970], [-6.5070, 20.1381, 24.6537], [-0.7113, 12.3771, 20.9241], [-12.1239, 29.3431, 25.4282], [-2.4336, 22.0405, 15.1965], [1.0819, 11.9295, 19.9829], [-9.2772, 13.4979, 33.5833], [-4.4422, 18.4663, 22.5774], [1.7219, 19.8928, 14.0273], [-15.8860, 16.1974, 21.3514], [-9.4371, 12.6110, 36.0770], [-2.2304, 13.6784, 32.5156], [-2.3569, 20.0128, 22.3200], [-20.0654, 15.4338, 21.3869], [5.2375, 17.6591, 27.0133], [-4.4225, 20.6684, 22.9391], [-0.4265, 18.7597, 23.3102], [5.2740, 18.3444, 29.0515], [3.8169, 19.7963, 14.5624], [-18.1604, 14.2426, 20.9099], [-1.1959, 13.9216, 32.2729], [2.7774, 18.3942, 14.8710], [5.2674, 20.0440, 27.7561], [5.7036, 20.7071, 28.5032], [5.6383, 16.3656, 27.3945], [-5.2557, 17.3925, 23.3146], [1.8619, 27.8670, 21.6964], [-1.6207, 13.9664, 17.1810], [-10.6552, 15.2397, 32.6549], [-4.5632, 17.7427, 20.5877], [-2.0499, 21.2474, 14.5547], [-7.9655, 11.5133, 14.8704]], "homo_lumo_gap_ev": 8.433, "charge": 1}

Record 4
{"formula": "CH2ClNO", "method": "ωB97M-V with the def2-TZVPD basis set", "symbols": ["C", "H", "N", "O", "Cl", "H"], "coordinates": [[0.3026, -0.2379, 0.4120], [0.6711, -0.1678, 1.3353], [-0.6912, 0.6816, -0.0045], [-0.9330, -0.7322, 0.1554], [-0.4172, 0.9346, -1.7035], [1.0678, -0.4783, -0.1947]], "homo_lumo_gap_ev": 11.441, "smiles": "ClN1CO1", "e_above_lowest_kcal_mol": 96.9}

Record 5
{"formula": "CH5N2O", "method": "ωB97M-V with the def2-TZVPD basis set", "symbols": ["H", "N", "H", "N", "C", "O", "H", "H", "H"], "coordinates": [[2.6139, -0.3107, -0.4590], [0.8736, 0.4354, 0.0612], [-0.6726, -1.4528, 0.1761], [-1.1724, -0.6170, 0.1310], [-0.4209, 0.4281, 0.1830], [1.9474, -0.5892, 0.0855], [-2.1536, -0.6970, 0.5365], [-0.7065, 1.4448, 0.1586], [1.3625, 1.2744, -0.0351]], "homo_lumo_gap_ev": [6.822, 8.475], "s2": 2.007, "charge": 1, "multiplicity": 3, "e_above_lowest_kcal_mol": 27.1}

Number 1: electronic energy -3654.02665 Ha. Number 2: electronic energy -3736.89945 Ha. Number 3: electronic energy -6600.31867 Ha. Number 4: electronic energy -629.34624 Ha. Number 5: electronic energy -225.32639 Ha.